Density functional theory data (wB97M-V/def2-TZVPD) for a structure of composition C35H42CoN5O4Sb.

Cartesian coordinates (Å):
Co: 0.0504 -1.2219 0.0868
C: 0.4819 -4.0733 2.3352
C: 0.5321 -2.6466 2.8741
N: -0.4469 -1.7302 2.2576
C: -1.8434 -1.9386 2.6328
C: -2.7286 -1.1280 1.7060
N: -2.4318 -1.4824 0.3152
C: -3.2851 -0.7872 -0.6552
C: -3.0136 -1.2588 -2.0742
C: -1.6562 -0.8654 -2.6408
N: -0.5164 -1.5989 -2.0453
C: -0.4427 -3.0184 -2.4577
C: -0.4549 -4.0400 -1.2921
N: -0.1181 -3.4694 0.0252
C: 0.8365 -4.2304 0.8636
H: 1.1870 -4.6660 2.9199
H: -0.5035 -4.5211 2.5131
H: 0.4091 -2.6695 3.9612
H: 1.5168 -2.2206 2.6719
H: -0.1601 -0.7877 2.5173
H: -2.0961 -3.0001 2.5445
H: -2.0346 -1.6580 3.6728
H: -3.7842 -1.2773 1.9573
H: -2.5117 -0.0637 1.8336
H: -2.6271 -2.4754 0.2034
H: -4.3441 -0.9350 -0.4120
H: -3.0926 0.2839 -0.5832
H: -3.1553 -2.3462 -2.1385
H: -3.7737 -0.8197 -2.7237
H: -1.6618 -1.0146 -3.7243
H: -1.4928 0.1989 -2.4645
H: 0.3300 -1.1450 -2.3802
H: -1.2746 -3.2429 -3.1276
H: 0.4554 -3.1568 -3.0516
H: -1.4380 -4.5133 -1.2362
H: 0.2533 -4.8350 -1.5276
H: -0.9721 -3.4143 0.5606
H: 0.8122 -5.2901 0.5972
H: 1.8463 -3.8653 0.6736
O: 6.7048 -3.0403 -1.7012
C: 6.4270 -2.1032 -0.9269
O: 7.1376 -1.3700 -0.2200
C: 4.9112 -1.8898 -0.7287
C: 3.9968 -2.5970 -1.5017
C: 2.6491 -2.3954 -1.3125
N: 2.1479 -1.5407 -0.4053
C: 3.0333 -0.8584 0.3461
C: 4.4011 -1.0029 0.2117
C: 2.4265 0.1026 1.3350
O: 3.1192 0.8015 2.0396
O: 1.1185 0.0772 1.3363
H: 4.3795 -3.3014 -2.2298
H: 1.9321 -2.9582 -1.8885
H: 5.0721 -0.4229 0.8307
C: -0.4815 3.7544 4.4433
C: -1.6526 3.1625 3.9910
C: -1.6920 2.5885 2.7253
C: -0.5683 2.6145 1.8982
C: 0.6078 3.1910 2.3689
C: 0.6465 3.7619 3.6340
Sb: -0.5844 1.6466 0.0111
C: 1.0657 2.5866 -0.9189
C: 2.0249 1.8086 -1.5642
C: 3.1353 2.3990 -2.1572
C: 3.2836 3.7774 -2.1146
C: 2.3235 4.5635 -1.4876
C: 1.2179 3.9728 -0.8926
C: -2.0901 2.8344 -0.9829
C: -1.8471 3.3701 -2.2497
C: -2.8504 4.0329 -2.9497
C: -4.1145 4.1695 -2.3953
C: -4.3757 3.6384 -1.1389
C: -3.3736 2.9716 -0.4442
H: -0.4446 4.1991 5.4299
H: -2.5336 3.1445 4.6210
H: -2.6164 2.1286 2.3964
H: 1.5097 3.1691 1.7691
H: 1.5698 4.1997 3.9920
H: 1.9259 0.7319 -1.5926
H: 3.8876 1.7815 -2.6321
H: 4.1529 4.2407 -2.5638
H: 2.4416 5.6396 -1.4536
H: 0.4794 4.5938 -0.3976
H: -0.8604 3.2881 -2.6927
H: -2.6390 4.4513 -3.9265
H: -4.8930 4.6906 -2.9377
H: -5.3592 3.7471 -0.6981
H: -3.6036 2.5733 0.5368

Values from the calculation:
E_tot = -96782.2959 eV
expectation value of S² = 3.7582
Kohn-Sham gap (alpha / beta) = 6.87 / 6.86 eV
energy above the lowest of the compared OMol25 structures with the same formula, charge and spin = 37.33 kJ/mol
spin multiplicity = 4
total charge = 0

=====

Density functional theory data (wB97M-V/def2-TZVPD) for a structure of composition C35H42N8OP2Rh.

Cartesian coordinates (Å):
Rh: -0.2896 0.0884 0.0334
C: 2.0951 -4.2106 -2.7184
N: 1.7429 -2.8246 -2.4359
C: 1.9140 -1.7807 -3.2924
C: 1.4439 -0.6675 -2.6572
N: 0.9939 -1.0273 -1.4230
C: 1.1803 -2.3397 -1.3119
P: 0.7044 -3.3673 0.1156
C: -1.0648 -2.9211 0.1503
N: -1.5801 -1.6927 0.0619
C: -2.9376 -1.8343 0.0499
C: -3.2395 -3.1598 0.1395
N: -2.0547 -3.8304 0.2022
C: -1.9181 -5.2801 0.2802
C: 1.3045 -2.2422 1.4219
N: 1.0156 -0.9468 1.5282
C: 1.7119 -0.4698 2.5978
C: 2.4180 -1.4956 3.1504
N: 2.1523 -2.6038 2.4031
C: 2.6961 -3.9340 2.6487
H: 2.5409 -4.2502 -3.7096
H: 1.2026 -4.8333 -2.7056
H: 2.8157 -4.5711 -1.9861
H: 2.3408 -1.9131 -4.2662
H: 1.4004 0.3442 -3.0123
H: -3.5999 -0.9963 -0.0305
H: -4.1809 -3.6724 0.1597
H: -2.9105 -5.7055 0.4094
H: -1.3009 -5.5518 1.1337
H: -1.4802 -5.6651 -0.6395
H: 1.6786 0.5600 2.8955
H: 3.0736 -1.5282 3.9978
H: 3.3303 -3.8820 3.5309
H: 3.2922 -4.2581 1.7974
H: 1.8873 -4.6398 2.8315
C: 7.6070 2.6554 1.6780
C: 7.2192 1.9077 0.4161
N: 5.9353 2.3654 -0.1330
C: 5.9722 3.2078 -1.3277
C: 6.6161 4.5571 -1.0707
C: 4.8167 1.9707 0.4737
O: 4.7912 1.2003 1.4434
C: 3.4542 2.4727 0.0834
C: 3.1102 3.8150 0.0789
C: 1.7907 4.1611 -0.1825
C: 0.8678 3.1586 -0.3802
N: 1.1917 1.8563 -0.3416
C: 2.4639 1.5271 -0.1163
H: 8.5631 2.2805 2.0372
H: 6.8723 2.5023 2.4636
H: 7.7136 3.7214 1.4931
H: 7.1282 0.8365 0.6042
H: 7.9556 2.0482 -0.3766
H: 4.9518 3.3161 -1.6978
H: 6.5315 2.6503 -2.0849
H: 6.0916 5.1152 -0.2972
H: 6.5987 5.1433 -1.9864
H: 7.6554 4.4539 -0.7686
H: 3.8537 4.5745 0.2727
H: 1.4767 5.1924 -0.2157
H: -0.1690 3.4069 -0.5599
H: 2.7006 0.4733 -0.0826
C: -1.5920 0.6833 3.3998
P: -1.2227 1.5972 1.8816
C: -0.8115 3.2744 2.3175
C: 0.2562 3.4907 3.1984
C: 0.6315 4.7790 3.5168
C: -0.0401 5.8568 2.9500
C: -1.0947 5.6489 2.0707
C: -1.4833 4.3613 1.7460
C: -2.6933 1.5713 0.8447
C: -2.5603 1.7914 -0.5374
C: -3.6695 1.7444 -1.3695
C: -4.9205 1.4838 -0.8256
C: -5.0645 1.2675 0.5448
C: -3.9629 1.2929 1.3759
H: -2.3517 1.2049 3.9850
H: -0.6857 0.6054 4.0001
H: -1.9272 -0.3226 3.1487
H: 0.7772 2.6590 3.6528
H: 1.4363 4.9487 4.2142
H: 0.2501 6.8643 3.2092
H: -1.6267 6.4904 1.6554
H: -2.3218 4.2048 1.0833
H: -1.5900 2.0588 -0.9654
H: -3.5616 1.9264 -2.4275
H: -5.7908 1.4576 -1.4655
H: -6.0445 1.0856 0.9610
H: -4.0920 1.1227 2.4350

Values from the calculation:
E_tot = -72506.2490 eV
expectation value of S² = 6.0178
Kohn-Sham gap (alpha / beta) = 6.74 / 3.72 eV
spin multiplicity = 5
total charge = +3

=====

Density functional theory data (wB97M-V/def2-TZVPD) for a structure of composition C35H43Cl2CoN2O4PSSbSe.

Cartesian coordinates (Å):
Co: 0.6590 -0.2701 -0.6898
C: -3.5981 2.4092 -1.9091
C: -4.4677 1.1632 -1.9802
C: -3.9356 -0.0084 -1.1701
S: -2.3843 -0.6514 -1.8311
O: -1.3000 0.0536 -0.9789
C: -2.4528 -2.3688 -1.2368
C: -2.4570 -3.3553 -2.3987
C: -1.1897 -3.3068 -3.2340
H: -4.0601 3.2308 -2.4528
H: -2.6092 2.2386 -2.3457
H: -3.4597 2.7225 -0.8732
H: -4.6073 0.8504 -3.0172
H: -5.4638 1.3885 -1.5934
H: -4.6333 -0.8460 -1.1933
H: -3.7227 0.2526 -0.1289
H: -3.3434 -2.4784 -0.6208
H: -1.5715 -2.4747 -0.6035
H: -3.3360 -3.1831 -3.0245
H: -2.5830 -4.3519 -1.9702
H: -1.1024 -2.3577 -3.7696
H: -1.1878 -4.1011 -3.9791
H: -0.3098 -3.4333 -2.6040
Se: 0.0930 1.0089 -3.5814
N: 0.9566 -0.2622 -2.6286
C: 1.6364 -1.0282 -3.4751
C: 2.4213 -2.1683 -3.1429
C: 3.0511 -2.8257 -4.1471
C: 2.9592 -2.4097 -5.5191
C: 2.2235 -1.3358 -5.8791
C: 1.5320 -0.6111 -4.8560
N: 0.7778 0.4453 -5.0864
H: 2.4772 -2.5148 -2.1247
H: 3.6421 -3.7018 -3.9140
H: 3.4910 -2.9785 -6.2688
H: 2.1351 -1.0044 -6.9032
Cl: 2.8186 -4.4470 2.0135
C: 1.7054 -3.9710 0.7551
Cl: 1.9508 -4.9121 -0.7377
C: 1.8535 -2.4923 0.3744
O: 2.8655 -1.8645 0.6496
O: 0.8303 -2.0390 -0.2483
H: 0.6922 -4.1679 1.0937
O: 0.6802 0.5074 1.0332
P: -0.2206 1.1101 2.1210
C: 0.3951 0.5985 3.7172
C: -0.2206 1.0550 4.8842
C: 0.2244 0.6072 6.1146
C: 1.2685 -0.3088 6.1845
C: 1.8626 -0.7847 5.0257
C: 1.4267 -0.3330 3.7878
C: -1.9159 0.5420 2.0659
C: -2.9738 1.4207 2.2771
C: -4.2575 0.9219 2.4670
C: -4.4768 -0.4466 2.4629
C: -3.4184 -1.3263 2.2524
C: -2.1410 -0.8351 2.0549
C: -0.1722 2.8830 1.9410
C: -0.6170 3.4013 0.7207
C: -0.5549 4.7633 0.4881
C: -0.0567 5.6112 1.4718
C: 0.3860 5.0990 2.6816
C: 0.3336 3.7320 2.9206
H: -1.0507 1.7506 4.8345
H: -0.2452 0.9646 7.0202
H: 1.6111 -0.6590 7.1482
H: 2.6618 -1.5106 5.0837
H: 1.8740 -0.7148 2.8780
H: -2.8020 2.4893 2.2988
H: -5.0791 1.6035 2.6386
H: -5.4723 -0.8330 2.6336
H: -3.5920 -2.3940 2.2650
H: -1.3100 -1.5189 1.9203
H: -1.0169 2.7317 -0.0375
H: -0.8980 5.1706 -0.4533
H: -0.0134 6.6762 1.2907
H: 0.7762 5.7617 3.4412
H: 0.6969 3.3347 3.8587
C: 4.7105 -0.6049 -1.5276
Sb: 3.1541 0.3114 -0.4429
C: 3.9984 0.8286 1.4084
C: 3.0120 2.2531 -1.3296
H: 5.6335 -0.1657 -1.1522
H: 4.6096 -0.3977 -2.5887
H: 4.7127 -1.6746 -1.3433
H: 4.8975 1.3986 1.1778
H: 4.2612 -0.0674 1.9632
H: 3.3115 1.4482 1.9800
H: 3.9709 2.7442 -1.1736
H: 2.2292 2.8278 -0.8363
H: 2.8106 2.1851 -2.3967

Values from the calculation:
E_tot = -202830.0983 eV
Kohn-Sham gap (alpha / beta) = 7.64 / 7.64 eV
energy above the lowest of the compared OMol25 structures with the same formula, charge and spin = 18.66 kJ/mol
spin multiplicity = 1
total charge = +2

=====

> The highest spin multiplicity belongs to which entry?

C35H42N8OP2Rh

=====

> Which of these has the lowest total charge?

C35H42CoN5O4Sb

=====

> Among the records above, which one has the lowest spin multiplicity?

C35H43Cl2CoN2O4PSSbSe